{
  "formula": "C28H51ClN4O4P2",
  "method": "ωB97M-V/def2-TZVPD",
  "species": ["C", "P", "Cl", "C", "C", "N", "O", "C", "O", "C", "C", "C", "C", "C", "C", "P", "N", "H", "H", "H", "H", "H", "H", "H", "H", "H", "H", "H", "H", "H", "H", "H", "C", "C", "C", "C", "C", "C", "N", "O", "C", "C", "C", "H", "H", "H", "H", "H", "H", "H", "H", "H", "H", "H", "H", "H", "H", "H", "H", "H", "H", "C", "C", "C", "C", "C", "C", "N", "O", "C", "C", "C", "H", "H", "H", "H", "H", "H", "H", "H", "H", "H", "H", "H", "H", "H", "H", "H", "H", "H"],
  "positions_angstrom": [[1.803, -0.922, -1.589], [2.483, -1.800, -0.036], [1.940, -3.742, -0.702], [4.338, -2.388, -0.138], [4.592, -2.868, -1.698], [5.690, -3.613, -2.123], [1.687, -1.962, 1.504], [0.307, -2.452, 1.378], [-0.092, -3.393, 2.272], [-0.825, -1.944, 0.307], [-1.530, -3.140, -0.626], [-2.640, -2.709, -1.763], [-2.966, -1.101, -1.909], [-2.285, 0.087, -0.962], [-1.166, -0.346, 0.180], [3.146, 0.206, 0.660], [4.206, 0.901, -0.346], [2.578, -0.755, -2.451], [1.439, 0.167, -1.265], [0.872, -1.483, -2.022], [5.090, -1.544, 0.168], [4.430, -3.373, 0.519], [3.819, -2.587, -2.561], [5.625, -3.755, -3.176], [-1.237, -4.287, -0.473], [-3.116, -3.548, -2.434], [-3.734, -0.740, -2.736], [-2.531, 1.235, -1.092], [-0.625, 0.439, 0.884], [1.936, 0.985, 0.759], [3.629, -0.007, 2.004], [5.065, 1.085, 0.240], [-1.681, 1.180, -7.878], [-2.124, 1.770, -6.507], [-2.288, 3.311, -6.619], [-0.964, 4.068, -6.670], [-0.062, 3.666, -5.511], [0.153, 2.134, -5.408], [-1.136, 1.365, -5.451], [-1.762, 1.513, -4.200], [1.089, 1.663, -6.552], [0.985, 1.840, -4.116], [-3.546, 1.158, -6.277], [-2.538, 0.897, -8.501], [-1.102, 1.888, -8.477], [-1.088, 0.268, -7.752], [-2.862, 3.686, -5.761], [-2.878, 3.564, -7.510], [-0.460, 3.896, -7.627], [-1.161, 5.146, -6.622], [0.904, 4.178, -5.616], [-0.505, 4.045, -4.580], [1.194, 0.572, -6.555], [2.097, 2.083, -6.433], [0.763, 1.976, -7.545], [0.510, 2.232, -3.209], [1.974, 2.312, -4.170], [1.142, 0.763, -3.984], [-3.496, 0.065, -6.181], [-4.211, 1.385, -7.119], [-4.041, 1.564, -5.387], [0.019, -0.159, 8.863], [-1.138, 0.027, 7.838], [-1.897, -1.315, 7.644], [-1.135, -2.335, 6.803], [-0.688, -1.728, 5.481], [0.112, -0.410, 5.653], [-0.580, 0.572, 6.555], [-1.646, 1.137, 5.831], [1.526, -0.731, 6.204], [0.402, 0.179, 4.233], [-2.113, 1.023, 8.549], [-0.306, 0.044, 9.891], [0.416, -1.177, 8.874], [0.845, 0.534, 8.668], [-2.863, -1.127, 7.157], [-2.132, -1.760, 8.619], [-0.274, -2.723, 7.358], [-1.782, -3.199, 6.608], [-0.088, -2.466, 4.933], [-1.580, -1.546, 4.864], [2.086, 0.188, 6.415], [2.111, -1.304, 5.474], [1.518, -1.339, 7.110], [-0.512, 0.347, 3.651], [1.018, -0.509, 3.641], [0.945, 1.128, 4.303], [-1.636, 2.000, 8.708], [-2.417, 0.641, 9.532], [-3.042, 1.178, 7.987]],
  "forces_ev_per_a": [[-1.47, 1.07, -0.98], [1.92, 0.99, -0.33], [-0.70, -0.55, 0.13], [0.60, -1.33, -1.10], [3.09, -2.04, -2.45], [-4.65, 3.17, 1.43], [-3.13, -0.90, -2.56], [-2.98, -5.05, 4.71], [2.90, 6.23, -5.76], [-1.06, 0.98, -2.01], [-1.26, 3.76, -0.69], [2.73, 3.13, 3.17], [1.97, -0.53, 2.18], [1.49, -4.18, 0.74], [-1.96, -3.24, -2.80], [1.06, 1.21, -0.13], [0.30, -0.50, 1.83], [-1.14, -0.53, 1.95], [0.74, -2.39, -0.75], [1.81, 0.98, 0.88], [-1.46, -1.70, -0.68], [-0.17, 2.27, -1.25], [1.48, -0.33, 2.33], [-0.22, 0.36, 1.66], [-0.60, 2.99, -0.25], [0.97, 2.08, 1.46], [1.85, -0.88, 1.96], [0.43, -2.82, 0.12], [-1.33, -1.86, -1.67], [0.34, -0.48, 0.40], [-0.50, 0.26, -0.44], [-1.02, -0.11, -1.07], [0.26, -0.04, -0.19], [-1.08, -0.50, -1.60], [0.21, 0.05, 0.33], [-0.02, -0.02, -0.14], [-0.32, -0.01, 0.11], [2.00, -0.04, -0.11], [-2.29, 2.29, 3.95], [1.70, -0.87, -3.21], [-0.06, -0.01, -0.33], [-0.77, -0.02, 0.16], [0.35, 0.03, 0.76], [0.04, 0.19, 0.32], [0.05, -0.10, 0.14], [-0.05, 0.20, 0.06], [0.07, -0.25, -0.01], [0.03, -0.32, 0.10], [-0.02, -0.03, 0.07], [0.04, -0.16, -0.03], [-0.03, -0.34, 0.07], [0.03, -0.27, -0.06], [-0.11, 0.19, 0.04], [-0.31, -0.02, 0.21], [-0.08, -0.10, 0.12], [-0.09, -0.18, -0.27], [-0.27, -0.04, -0.30], [-0.13, 0.14, -0.07], [0.07, 0.25, 0.01], [0.45, 0.06, 0.00], [0.31, -0.13, -0.05], [0.31, -0.12, 0.03], [-0.04, 0.02, 1.98], [0.02, 0.03, -0.38], [0.04, 0.00, 0.13], [-0.25, 0.10, 0.05], [1.62, -0.59, -0.90], [-4.38, 0.32, -2.55], [3.05, -1.07, 1.93], [0.10, -0.10, 0.28], [-0.64, 0.31, 0.25], [-0.03, 0.21, -0.81], [-0.18, -0.04, -0.32], [0.03, 0.13, -0.11], [-0.15, -0.13, -0.08], [0.17, 0.20, 0.03], [0.12, 0.31, -0.01], [-0.02, 0.05, -0.03], [0.12, 0.12, 0.03], [0.05, 0.34, 0.00], [0.18, 0.19, 0.08], [-0.18, -0.11, -0.02], [-0.33, 0.17, -0.01], [-0.07, 0.15, -0.04], [0.06, 0.06, 0.32], [-0.06, -0.08, 0.43], [-0.13, -0.09, 0.08], [-0.07, -0.24, -0.12], [0.34, -0.18, -0.25], [0.34, 0.02, -0.09]],
  "multiplicity": 3,
  "mol_weight_g_mol": 605.1,
  "e_above_lowest_kcal_mol": 297.3,
  "e_lumo_ev": [-0.74, -0.76],
  "gap_ev": [7.637, 7.616]
}



{
  "formula": "C28H51N4O4",
  "method": "ωB97M-V/def2-TZVPD",
  "species": ["C", "C", "O", "C", "O", "C", "C", "C", "C", "N", "C", "C", "N", "C", "H", "H", "H", "H", "H", "H", "H", "H", "H", "H", "H", "H", "H", "H", "H", "C", "C", "C", "C", "C", "C", "N", "O", "C", "C", "C", "H", "H", "H", "H", "H", "H", "H", "H", "H", "H", "H", "H", "H", "H", "H", "H", "H", "H", "C", "C", "C", "C", "C", "C", "N", "O", "C", "C", "C", "H", "H", "H", "H", "H", "H", "H", "H", "H", "H", "H", "H", "H", "H", "H", "H", "H", "H"],
  "positions_angstrom": [[3.817, 0.907, 4.136], [2.599, 0.009, 4.323], [1.409, 0.696, 3.956], [2.717, -1.359, 3.623], [3.811, -1.455, 2.695], [3.704, -0.889, 1.496], [2.523, -0.676, 0.771], [2.593, -0.090, -0.488], [3.806, 0.266, -1.011], [4.933, 0.037, -0.310], [6.254, 0.444, -0.861], [6.311, 0.291, -2.364], [6.241, 1.231, -3.199], [4.899, -0.524, 0.909], [4.757, 0.362, 4.203], [3.784, 1.714, 4.866], [3.770, 1.384, 3.151], [2.481, -0.188, 5.389], [1.328, 0.713, 2.997], [2.910, -2.138, 4.357], [1.767, -1.614, 3.148], [1.559, -0.959, 1.175], [1.682, 0.075, -1.054], [3.898, 0.731, -1.981], [6.994, -0.208, -0.398], [6.462, 1.472, -0.562], [6.413, -0.729, -2.739], [6.160, 2.145, -2.746], [5.835, -0.688, 1.426], [-0.128, -0.375, -6.169], [0.339, -0.805, -4.767], [0.906, -2.228, -4.794], [-0.159, -3.316, -4.925], [-1.244, -3.153, -3.863], [-1.873, -1.758, -3.854], [-0.781, -0.732, -3.768], [-0.348, -0.596, -2.569], [-2.751, -1.559, -5.097], [-2.790, -1.595, -2.650], [1.430, 0.173, -4.346], [-0.897, 0.395, -6.108], [0.712, 0.044, -6.723], [-0.512, -1.199, -6.764], [1.469, -2.400, -3.869], [1.622, -2.295, -5.616], [-0.598, -3.304, -5.925], [0.312, -4.294, -4.816], [-2.037, -3.887, -4.016], [-0.813, -3.355, -2.876], [-3.089, -0.525, -5.170], [-3.632, -2.194, -5.008], [-2.266, -1.827, -6.030], [-2.276, -1.798, -1.714], [-3.616, -2.300, -2.737], [-3.207, -0.588, -2.600], [1.038, 1.187, -4.259], [2.214, 0.168, -5.103], [1.877, -0.109, -3.393], [-2.909, 3.493, 3.940], [-4.001, 2.410, 3.847], [-3.837, 1.384, 4.973], [-2.659, 0.431, 4.772], [-2.725, -0.236, 3.399], [-2.839, 0.765, 2.248], [-3.965, 1.709, 2.521], [-5.096, 1.197, 2.208], [-1.520, 1.521, 2.047], [-3.118, 0.031, 0.943], [-5.346, 3.113, 3.978], [-2.726, 3.949, 2.967], [-3.237, 4.282, 4.615], [-1.965, 3.120, 4.332], [-4.757, 0.796, 5.050], [-3.730, 1.926, 5.915], [-1.708, 0.957, 4.895], [-2.682, -0.337, 5.547], [-1.840, -0.858, 3.235], [-3.590, -0.905, 3.368], [-1.649, 2.330, 1.327], [-0.770, 0.834, 1.643], [-1.105, 1.939, 2.959], [-4.005, -0.594, 0.996], [-2.266, -0.614, 0.713], [-3.241, 0.735, 0.119], [-5.507, 3.807, 3.153], [-5.355, 3.675, 4.912], [-6.173, 2.408, 3.997]],
  "forces_ev_per_a": [[-0.14, 0.11, -0.28], [0.12, 0.11, 0.02], [-0.08, -0.19, 0.01], [-0.26, -0.13, 0.35], [-0.06, -0.04, 0.12], [-0.50, 0.03, -0.21], [0.17, 0.09, 0.05], [-0.56, -0.24, 0.48], [0.31, 0.14, -0.14], [-0.10, -0.05, -0.07], [0.22, -0.04, 0.04], [-0.08, 0.02, -0.10], [0.07, -0.03, 0.07], [0.28, 0.10, -0.27], [0.01, 0.03, 0.20], [0.09, -0.08, 0.03], [0.05, -0.06, -0.01], [-0.08, -0.04, -0.05], [-0.01, 0.19, 0.01], [0.17, 0.01, -0.10], [0.05, 0.01, -0.05], [0.04, -0.01, -0.04], [0.06, -0.01, -0.09], [0.12, -0.04, 0.02], [0.00, 0.05, 0.01], [-0.13, -0.01, -0.02], [-0.05, 0.01, 0.01], [0.02, 0.01, -0.03], [0.01, 0.05, -0.07], [-0.10, 0.00, 0.01], [-0.02, 0.40, -0.63], [-0.01, -0.22, 0.14], [-0.04, 0.10, 0.00], [0.25, -0.13, 0.03], [-0.75, 0.13, -0.43], [0.66, -0.98, 0.36], [0.02, 0.44, 0.26], [0.10, 0.11, -0.07], [0.07, -0.05, 0.30], [0.09, 0.05, 0.16], [0.00, 0.01, 0.01], [0.04, -0.02, 0.04], [-0.04, -0.02, 0.02], [-0.04, 0.06, 0.04], [0.01, 0.02, -0.01], [-0.01, 0.03, 0.00], [0.00, -0.01, -0.03], [-0.03, 0.01, 0.01], [0.00, 0.09, 0.02], [-0.01, 0.00, 0.01], [0.00, 0.00, 0.06], [0.03, 0.00, -0.02], [0.03, 0.04, -0.02], [0.00, 0.00, -0.06], [0.03, 0.02, -0.04], [-0.02, 0.00, -0.01], [-0.02, 0.00, -0.03], [-0.05, -0.02, 0.01], [0.07, -0.04, -0.09], [0.28, 0.68, 0.15], [0.00, -0.27, 0.03], [-0.01, 0.09, -0.07], [-0.08, -0.05, 0.26], [0.64, 0.09, -0.38], [-0.28, -0.82, 0.62], [-0.18, 0.20, -0.33], [0.11, 0.18, 0.10], [-0.11, -0.12, -0.12], [-0.17, -0.07, -0.01], [-0.02, 0.02, 0.00], [-0.05, -0.04, 0.02], [0.01, -0.03, -0.03], [-0.02, 0.02, -0.08], [-0.01, 0.02, 0.00], [0.00, 0.02, -0.03], [0.02, 0.01, 0.02], [0.01, 0.00, -0.03], [-0.05, 0.06, -0.06], [0.00, -0.01, -0.02], [-0.09, -0.08, -0.05], [-0.03, 0.00, 0.03], [-0.05, 0.08, 0.05], [0.04, 0.04, 0.02], [-0.02, 0.01, 0.01], [0.02, 0.00, 0.00], [0.03, 0.01, 0.00], [0.01, -0.02, -0.06]],
  "multiplicity": 3,
  "mol_weight_g_mol": 507.7,
  "charge": 1,
  "e_lumo_ev": [-4.31, -4.31],
  "gap_ev": [5.414, 6.523]
}



{
  "formula": "C28H51N5O5OsPS2Si",
  "method": "ωB97M-V/def2-TZVPD",
  "species": ["Os", "S", "C", "C", "N", "C", "S", "C", "N", "C", "C", "C", "C", "O", "Si", "O", "O", "C", "C", "C", "C", "O", "C", "C", "C", "C", "H", "H", "H", "H", "H", "H", "H", "H", "H", "H", "H", "H", "H", "H", "H", "H", "H", "H", "H", "H", "H", "H", "H", "H", "H", "H", "H", "O", "P", "N", "C", "C", "C", "C", "N", "C", "C", "C", "C", "N", "C", "C", "C", "C", "H", "H", "H", "H", "H", "H", "H", "H", "H", "H", "H", "H", "H", "H", "H", "H", "H", "H", "H", "H", "H", "H", "H", "H"],
  "positions_angstrom": [[0.838, 1.546, -0.421], [2.964, 1.965, -1.225], [3.049, 3.683, -0.993], [4.334, 4.279, -1.140], [5.382, 4.741, -1.168], [1.941, 4.429, -0.672], [0.342, 3.761, -0.510], [2.031, 5.762, -0.241], [1.852, 6.848, 0.091], [-4.659, -0.040, 1.895], [-3.580, -0.432, 0.916], [-2.263, -0.655, 1.657], [-3.967, -1.676, 0.146], [-3.456, 0.688, 0.032], [-2.462, 1.013, -1.173], [-0.917, 0.981, -0.428], [-2.565, 2.573, -1.546], [-3.117, 3.351, -2.606], [-4.274, 4.165, -2.017], [-3.591, 2.456, -3.754], [-1.972, 4.248, -3.089], [-2.588, -0.057, -2.349], [-1.870, -0.978, -3.189], [-1.761, -0.376, -4.580], [-0.487, -1.286, -2.625], [-2.747, -2.222, -3.280], [-4.737, -0.777, 2.704], [-5.641, 0.033, 1.410], [-4.404, 0.934, 2.389], [-2.407, -1.415, 2.445], [-1.888, 0.268, 2.105], [-1.489, -1.001, 0.980], [-4.214, -2.523, 0.786], [-3.154, -1.965, -0.502], [-4.846, -1.486, -0.477], [-5.052, 3.495, -1.674], [-4.668, 4.899, -2.723], [-3.947, 4.702, -1.131], [-4.335, 1.734, -3.369], [-2.733, 1.915, -4.149], [-4.081, 3.058, -4.535], [-1.569, 4.867, -2.286], [-2.317, 4.945, -3.839], [-1.131, 3.680, -3.515], [-1.223, 0.591, -4.525], [-2.733, -0.191, -5.020], [-1.227, -1.058, -5.250], [0.242, -0.490, -2.856], [-0.157, -2.248, -3.017], [-0.494, -1.383, -1.539], [-3.771, -1.938, -3.533], [-2.813, -2.796, -2.349], [-2.401, -2.919, -4.064], [1.407, -0.407, -0.164], [1.934, -1.083, 1.142], [3.546, -0.673, 1.260], [4.311, -0.515, 2.499], [5.688, -0.002, 2.040], [5.841, -0.567, 0.612], [4.448, -0.971, 0.118], [1.055, -0.523, 2.401], [0.905, 0.951, 2.668], [0.655, 1.046, 4.191], [1.269, -0.230, 4.757], [0.977, -1.274, 3.687], [1.679, -2.712, 1.180], [2.774, -3.668, 0.919], [2.153, -5.008, 1.235], [0.703, -4.862, 0.789], [0.368, -3.356, 0.902], [4.391, -1.451, 3.038], [3.866, 0.207, 3.176], [6.470, -0.332, 2.723], [5.708, 1.101, 2.004], [6.477, -1.477, 0.621], [6.290, 0.158, -0.080], [4.402, -2.034, -0.071], [4.140, -0.427, -0.790], [0.012, 1.376, 2.147], [1.825, 1.487, 2.369], [-0.439, 1.060, 4.390], [1.094, 1.928, 4.663], [0.858, -0.523, 5.714], [2.357, -0.157, 4.908], [0.006, -1.751, 3.831], [1.710, -2.043, 3.749], [3.637, -3.477, 1.540], [3.103, -3.651, -0.111], [2.209, -5.204, 2.306], [2.660, -5.810, 0.693], [0.047, -5.475, 1.403], [0.614, -5.197, -0.246], [-0.360, -3.151, 1.669], [-0.058, -3.001, -0.072]],
  "forces_ev_per_a": [[0.02, -0.58, -0.19], [0.26, 0.23, -0.08], [-0.97, 0.32, -0.09], [-0.22, 0.02, 0.35], [0.38, 0.14, -0.16], [0.98, -1.20, 0.22], [0.26, -0.47, -0.02], [-0.47, 1.26, -0.25], [0.34, 0.03, 0.13], [-0.24, 0.62, 0.99], [0.03, 0.11, 0.48], [-0.05, -0.27, 0.28], [-0.38, -0.07, -0.30], [-0.45, -0.08, 0.16], [1.00, 0.36, 0.56], [-1.00, -0.06, -0.47], [0.01, -0.44, 0.05], [-0.01, 0.66, -0.56], [0.49, 0.02, 0.04], [-0.45, 0.11, 0.44], [0.07, 0.12, 0.08], [0.27, -0.07, -0.12], [-0.30, -0.21, -0.22], [0.59, 0.46, -0.03], [0.00, 0.15, 0.24], [-0.21, -0.69, -0.11], [-0.02, 0.02, -0.23], [0.28, 0.12, 0.07], [-0.28, -0.74, -0.57], [0.07, 0.31, -0.27], [-0.24, -0.01, 0.09], [0.13, -0.15, -0.15], [0.11, 0.11, 0.23], [0.23, -0.16, -0.22], [0.09, 0.07, 0.03], [-0.36, -0.18, -0.14], [-0.03, -0.21, -0.05], [0.23, 0.14, 0.06], [0.31, 0.23, -0.26], [-0.28, 0.10, -0.17], [0.31, -0.19, 0.22], [-0.14, -0.11, 0.16], [-0.19, 0.10, -0.38], [-0.33, -0.05, 0.11], [-0.09, -0.53, -0.16], [-0.26, 0.00, 0.04], [0.06, 0.14, 0.16], [-0.19, -0.35, -0.12], [0.26, 0.14, -0.21], [-0.23, -0.01, 0.00], [0.10, 0.11, -0.04], [0.22, 0.20, -0.07], [0.03, 0.38, 0.29], [0.46, -0.47, 0.79], [0.09, 0.26, -0.21], [-1.19, -0.17, -0.37], [0.30, 0.28, 0.07], [-0.39, 0.18, -0.43], [0.74, -0.52, -0.17], [-0.27, 0.40, 0.16], [0.06, 0.53, 0.67], [-0.25, -0.18, -0.08], [-0.28, -0.01, 0.28], [0.14, -0.19, -0.19], [-0.10, 0.56, 0.15], [0.47, 0.61, -0.34], [-0.15, -0.15, 0.15], [0.00, -0.21, 0.07], [-0.07, 0.03, -0.06], [0.09, -0.06, -1.30], [0.17, -0.38, 0.15], [-0.37, 0.09, 0.00], [-0.02, 0.04, -0.13], [-0.13, -0.45, 0.12], [-0.22, 0.65, -0.03], [0.00, -0.23, 0.31], [0.19, -0.21, -0.37], [0.05, -0.24, 0.46], [0.64, -0.33, 0.07], [-0.29, -0.11, 0.09], [0.66, -0.01, -0.16], [-0.13, 0.06, -0.32], [-0.22, 0.03, 0.22], [-0.29, 0.21, -0.19], [-0.19, 0.21, -0.20], [0.57, -0.72, -0.27], [0.20, 0.25, 0.26], [-0.02, 0.09, -0.47], [0.05, -0.04, 0.00], [-0.02, 0.02, 0.22], [-0.12, 0.03, -0.09], [-0.14, 0.08, 0.06], [-0.09, 0.20, 0.43], [0.34, -0.13, 0.80]],
  "multiplicity": 5,
  "mol_weight_g_mol": 851.2,
  "charge": 1,
  "e_lumo_ev": [-3.28, -5.41],
  "gap_ev": [8.064, 6.563]
}